Record 1
Entry from the OMol25 dataset: a 2-piece molecular cluster, CH5INP overall (wB97M-V/def2-TZVPD).

Positions of all 9 atoms, in Å:
H: 2.446811 -2.436404 -0.729500
P: 1.284029 -1.983233 -0.047417
N: 1.651963 -0.472515 -0.138506
C: 0.900325 0.620535 0.378511
H: 0.744793 1.330568 -0.437783
H: -0.065227 0.381148 0.834311
H: 1.518506 1.123295 1.124423
I: -4.731787 0.265768 -0.077662
H: -3.749415 1.170835 -0.906376

Forces on the atoms, in the same order (eV/Å):
H 0.008 -0.322 -0.036
P -0.086 0.032 0.036
N 0.468 -0.056 -0.230
C -0.214 0.300 0.101
H -0.050 0.063 0.113
H -0.097 -0.125 0.016
H -0.039 0.108 0.000
I -0.440 -0.416 0.382
H 0.449 0.416 -0.382

SMILES   [H]/P=N/C.I
Energy above the lowest of the compared OMol25 structures with the same formula, charge and spin   242.8 kJ/mol
Total energy   -734.83620 Eh
Molar mass   188.94 u
E_HOMO   -8.897 eV
Net charge   0

Record 2
Entry from the OMol25 dataset: a 2-piece molecular cluster, CH5ISSi overall in a non-equilibrium geometry (wB97M-V/def2-TZVPD).

Positions of all 9 atoms, in Å:
C: -0.749498 0.610055 -0.357563
Si: 0.448724 -0.747817 0.231102
S: 1.876155 2.847254 -0.412193
I: 1.581753 3.511380 -2.591597
H: -0.834773 0.634432 -1.381848
H: -1.402416 1.068645 0.222876
H: 1.170668 -0.581820 1.544804
H: 1.321764 -1.030280 -0.932902
H: -0.567535 -1.775067 0.285433

Forces on the atoms, in the same order (eV/Å):
C 5.213 -1.965 0.163
Si 0.087 1.043 -0.334
S -1.177 -1.246 0.688
I -0.039 0.224 -0.695
H -0.436 0.451 -2.270
H -2.960 2.296 2.449
H -0.411 0.047 -0.601
H 0.044 0.027 0.308
H -0.322 -0.878 0.291

Energy above the lowest of the compared OMol25 structures with the same formula, charge and spin   345.3 kJ/mol
Total energy   -1026.29763 Eh
Molar mass   204.11 u
E_HOMO (alpha / beta)   -7.914 / -7.913 eV
Net charge   0

Record 3
Entry from the OMol25 dataset: CH5N in the gas phase (wB97M-V/def2-TZVPD).

Positions of all 7 atoms, in Å:
C: 0.027197 0.278004 -0.500709
N: -0.357367 -0.392778 0.743121
H: 1.012225 0.739741 -0.442786
H: -0.684636 1.063939 -0.737427
H: -0.022054 -0.422923 -1.340612
H: -0.023237 -1.346311 0.739635
H: 0.047872 0.080328 1.538778

Forces on the atoms, in the same order (eV/Å):
C -0.225 -0.038 0.006
N -0.083 -0.075 -0.217
H 0.208 -0.082 -0.239
H -0.123 0.171 0.048
H 0.188 0.072 0.207
H 0.068 0.033 0.149
H -0.033 -0.081 0.045

SMILES   CN
Energy above the lowest of the compared OMol25 structures with the same formula, charge and spin   3.4 kJ/mol
Total energy   -95.83730 Eh
Molar mass   31.06 u
E_HOMO   -9.245 eV
Net charge   0